Entry 1:
The following is a quantum chemistry calculation of a structure of composition C52H47CdN4O3S4, from the Open Molecules 2025 dataset.

Properties
Frontier orbital gap: 7.28 eV
E_HOMO: -10.034 eV
Energy relative to the best compared isomer or geometry (same formula, charge and spin): 3.1823 eV
Charge: +1

Positions of all 111 atoms, in Å:
C  5.1517  1.6639  0.7036
C  -1.9588  2.6713  -0.8573
C  -0.5323  4.6921  -0.8860
C  -2.7695  3.3550  -1.8592
H  -4.0791  -3.6998  -1.8694
C  1.6653  4.6211  -1.9182
H  4.8034  -1.0422  -1.7425
N  -1.4009  -3.2002  0.0885
H  -2.6558  1.9568  4.8628
C  -1.0905  -0.9403  4.1411
O  0.3403  1.3859  1.3466
H  -1.9359  -2.4573  -1.7598
C  -4.8196  2.5596  -0.8210
H  -2.8052  2.0493  2.4210
C  -3.7894  -4.6155  0.0568
C  5.5095  -2.0418  1.5377
C  2.2358  -0.6737  -2.7984
C  -4.6893  -7.0227  -0.7459
H  -6.0145  4.1214  -2.6186
H  -4.0538  -7.9513  1.0892
H  7.3071  3.3874  0.8637
H  1.9706  3.6871  1.5495
C  4.3235  -1.9079  -2.2023
C  2.8099  -1.8425  -1.9934
C  3.9043  1.1719  0.3403
C  -2.6459  1.6788  -0.1702
C  -2.2468  1.1430  4.2776
H  6.0429  1.0929  0.4681
C  3.0916  -3.3511  1.4841
C  -4.0701  1.6636  -0.1340
H  1.0889  -3.1270  -2.3588
H  7.0834  2.8298  2.5157
C  -1.5663  0.0203  6.4241
C  5.2760  2.8881  1.3531
H  -5.8970  2.5749  -0.7303
H  1.4006  7.2910  -1.9730
H  -5.2325  -6.4314  -2.7420
C  -1.1778  -0.9011  2.7607
C  4.1176  3.6050  1.6636
H  -0.7406  -1.7166  2.1888
C  2.1847  -3.1556  -2.4646
H  -2.4545  5.0357  -4.8061
C  2.7774  1.9246  0.6296
H  2.3927  -3.3498  -3.5182
C  1.7516  3.3120  -1.5685
H  3.7858  0.2133  -0.1551
Cd  0.5956  -1.9570  -0.0461
H  1.1795  -0.5146  -2.5519
C  0.6935  2.6490  -0.8960
H  6.4678  -1.5495  1.5298
C  -1.7931  0.1736  2.1389
H  4.5762  -1.9132  -3.2625
N  -3.6581  -9.2996  -1.9652
C  -0.4723  7.5089  -0.9836
H  2.5595  -3.9887  -1.8683
S  -5.3152  -5.5392  0.0287
H  -0.8265  -0.7029  6.7624
C  -2.1804  3.9618  -3.0045
H  -1.0444  -4.0331  1.9369
C  -4.7672  -7.1828  -2.1198
H  -2.5320  -0.2709  6.8401
C  -1.5766  5.4717  -0.3186
C  -4.2365  -8.3381  -2.6762
C  -3.4341  -3.7987  -1.0088
O  2.5625  -1.6518  -0.6155
C  -2.9293  -4.6959  1.1414
H  -3.1718  -5.3110  1.9955
C  2.8684  3.1330  1.3079
C  -2.3404  1.1961  2.8956
H  4.4254  -0.5272  2.6421
H  2.4695  5.1093  -2.4516
H  -1.1155  3.8802  -3.1665
C  4.4250  -1.4844  2.1399
C  -0.5571  3.2399  -0.8213
C  0.5665  5.3772  -1.4445
H  -2.3343  7.4023  0.1104
C  -1.6314  0.0764  4.9248
H  2.3078  -0.8505  -3.8730
H  2.6598  2.7567  -1.7672
H  6.5717  4.4533  2.0629
H  -0.6036  -1.7816  4.6198
H  -4.5548  0.9013  0.4646
C  -4.1776  3.3636  -1.7896
S  1.2096  1.2592  0.1330
C  -4.1097  -8.0272  0.0125
N  3.2624  -2.1578  2.1225
H  4.2036  4.5503  2.1839
H  -1.3107  0.9931  6.8423
H  2.7717  0.2492  -2.5675
C  -4.9384  4.0999  -2.7320
H  4.7291  -2.8135  -1.7520
H  2.4418  -1.7647  2.5689
H  -4.9185  5.2678  -4.5076
H  -3.1439  -9.9413  -0.0852
H  -4.2784  -8.4943  -3.7471
C  5.3076  -3.3012  0.9469
C  -1.5390  6.8345  -0.3526
C  -2.9354  4.6094  -3.9363
C  -2.2373  -3.1118  -0.9516
C  6.6320  3.4229  1.7186
S  -2.1387  0.0661  0.3944
C  -1.7466  -3.9801  1.1137
H  -0.4656  8.5889  -1.0256
N  4.1585  -3.9314  0.9141
C  0.5580  6.7917  -1.5121
C  -4.3333  4.7235  -3.7797
C  -3.6079  -9.1398  -0.6470
O  -0.9197  -0.3339  -0.4279
S  1.5464  -4.0601  1.4445
H  6.1367  -3.8086  0.4664
H  -2.3990  4.9775  0.1782

Results of the Mulliken charge analysis, in e, for atoms 1 through 2: C -0.55; C -0.49

Entry 2:
The following is a quantum chemistry calculation of a structure of composition C52H48BrGeINP2RuS, from the Open Molecules 2025 dataset.

Properties
Frontier orbital gap (spin up / spin down): 6.52 / 4.42 eV
E_HOMO (spin up / spin down): -17.185 / -17.779 eV
Multiplicity: 6
Charge: +4

Positions of all 108 atoms, in Å:
H  -1.4035  -1.6351  1.8814
C  2.0754  -2.2168  -3.4619
H  -4.1656  -4.1756  -4.6234
C  1.3215  -4.6169  -4.6154
C  5.3921  2.5384  -2.4390
C  -0.6222  3.4117  -2.8089
C  5.1370  1.0843  -0.5391
H  3.7556  3.8639  -2.8602
C  2.4225  -4.5722  -3.7746
H  -0.2301  -3.4885  -5.5809
H  -8.4880  0.7102  -0.0378
C  2.7389  3.8306  2.0430
C  -2.4364  2.6452  2.0755
H  -3.7509  -0.2017  -1.3384
Ru  1.0453  -0.1144  -0.4059
C  -3.2696  -4.1175  -2.6776
C  -5.7588  -0.0981  0.7890
H  2.9988  -5.4658  -3.5765
H  0.2911  3.2917  4.9908
C  -0.6018  -2.2744  1.5348
H  -3.6050  1.2621  -0.3709
H  3.8328  -1.8979  5.1597
I  2.6480  -0.3627  -2.6531
H  -6.2061  -0.5929  1.6630
H  1.4865  -4.7037  2.6148
C  0.9635  3.4394  4.1560
H  -3.7303  3.8576  3.2768
P  -0.8862  1.0329  0.4793
C  -1.9940  1.1675  4.3934
H  -0.6538  -0.0171  3.2244
C  -0.1854  3.6464  -0.0602
H  -3.6365  -5.0955  -2.3962
H  -4.1563  -1.5567  0.7257
H  0.4692  -1.3441  -4.5705
C  -1.3507  0.8117  3.2198
H  -0.2940  -3.2052  3.4368
S  -6.7172  -0.7751  -0.5759
C  -0.7153  2.4637  -0.5937
C  3.7952  -1.8288  4.0809
H  3.4390  3.9918  1.2322
C  2.3442  4.9058  2.8244
H  -7.3869  1.3905  -1.2605
H  -3.3210  -1.9523  -5.2938
H  -2.2416  -3.8047  -0.8217
H  1.1536  5.5519  4.4846
C  0.0117  -3.1585  2.3998
P  -1.0346  -1.1670  -1.0432
C  0.9906  -2.2580  -4.3249
C  -2.4919  -3.3897  -1.7910
C  -1.5710  1.5468  2.0535
H  -5.9522  0.9710  0.8760
C  -3.0746  2.9974  3.2557
H  0.0000  3.7392  1.0040
H  1.0458  -3.1259  -1.3341
C  5.8977  1.5495  -1.6000
C  3.3133  -0.5790  2.0800
H  5.9909  2.8954  -3.2667
C  3.7660  -1.6506  1.3000
Ge  2.8971  1.0981  1.2708
C  4.2580  -2.8838  3.2990
N  -2.0122  -0.0747  -0.1855
H  2.9755  0.1463  4.0916
C  1.3676  2.3610  3.3885
C  -0.2166  -2.2288  0.1819
H  1.0411  -5.5564  -5.0721
H  4.6126  -3.6201  1.3115
H  -1.9254  -0.6443  -3.7371
C  0.6059  -3.4594  -4.8956
C  -2.3049  -1.6150  -3.4384
C  3.3727  2.6430  -1.1377
Br  4.3324  -3.3602  -2.0853
H  5.5409  0.3214  0.1155
C  -3.5650  -3.5979  -3.9330
H  6.8895  1.1522  -1.7701
C  -0.1162  4.5899  -2.2745
C  3.3124  -0.6801  3.4777
H  -1.8144  0.6053  5.3001
H  -3.3481  2.5402  5.3333
C  -3.4527  0.1791  -0.3572
H  4.6518  -3.7710  3.7780
H  -1.3464  1.4395  -2.3908
H  2.7427  5.8919  2.6275
H  2.1536  -4.6649  0.2337
C  -3.0892  -2.3466  -4.3133
C  1.3909  -3.9877  0.5956
C  4.2380  -2.7998  1.9105
H  0.1016  5.4266  -2.9251
C  2.8108  -3.3687  -3.1977
C  0.0999  4.7065  -0.9039
H  1.0189  1.3677  3.6371
H  -8.5625  0.1097  -1.7285
C  1.0136  -4.0087  1.9333
C  1.4518  4.7115  3.8716
C  -2.8560  2.2589  4.4115
C  -0.9236  2.3473  -1.9729
H  3.7813  -1.5782  0.2164
C  4.1311  3.0828  -2.2124
H  2.4081  3.0993  -0.9356
C  -7.9122  0.4858  -0.9415
C  -2.0038  -2.1375  -2.1775
C  3.8756  1.6417  -0.2929
C  2.2467  2.5497  2.3192
H  -0.7960  3.3303  -3.8733
H  0.4869  5.6300  -0.4938
C  -4.2708  -0.4701  0.7594
C  0.7784  -3.1114  -0.2834
H  -2.5973  3.2388  1.1836
H  -3.8687  -0.1433  1.7222

Results of the Mulliken charge analysis, in e, for atoms 1 through 2: H 0.78; C 0.19

Entry 3:
The following is a quantum chemistry calculation of a structure of composition C52H48N10O3PbS at a distorted geometry, from the Open Molecules 2025 dataset.

Properties
Frontier orbital gap (spin up / spin down): 5.03 / 4.88 eV
E_HOMO (spin up / spin down): -6.109 / -6.014 eV
Energy relative to the best compared isomer or geometry (same formula, charge and spin): 0.5854 eV

Positions of all 115 atoms, in Å:
C  -1.5011  2.5670  1.1607
C  -1.6541  -6.0026  2.6018
N  0.7274  -2.2237  2.6551
C  -6.0295  0.5029  -0.8830
C  3.1630  -0.1888  5.8352
C  -0.9238  -4.8492  2.8395
C  -3.8646  -3.1241  2.1944
C  4.0854  0.1711  -0.5402
H  -2.5672  -2.5859  -6.6394
H  -6.5206  0.3354  -1.8292
C  -0.8006  -1.3841  -6.5561
H  -2.6466  -7.2401  1.1684
C  2.8893  5.1334  -0.9150
H  5.0458  0.0804  -4.8684
H  -2.0969  -5.7905  -0.7696
H  -2.9863  1.3420  -2.3659
N  1.7295  2.4915  -0.7282
C  -1.7008  2.4316  -0.3469
N  2.4258  -0.4256  -3.5638
H  0.5659  6.4021  -0.3577
C  3.4985  -0.0403  3.0963
H  1.7079  3.0962  -2.6014
C  -0.5864  -2.2651  -3.9473
O  -1.8334  1.0639  -0.6761
Pb  0.8286  -0.2699  -0.3693
O  -2.7185  -1.8893  -0.1771
C  6.7896  0.5775  -3.6987
H  4.8496  1.1222  5.9411
H  3.0549  6.2083  -0.8930
H  -1.8900  -6.6628  3.4258
C  1.6853  -1.3252  2.5364
C  5.1791  0.3926  -1.4711
C  0.2716  -0.9396  -5.8007
C  -0.5688  -3.3026  -0.4121
N  0.8073  -1.5973  -2.2665
C  -6.5073  1.4648  -0.0088
H  -2.1231  -0.2130  -2.1953
C  -0.6348  -4.0344  1.7595
C  -2.0522  0.8622  -2.0498
H  -0.3796  2.4816  3.5694
H  -4.2650  1.0978  2.4978
N  2.2085  -0.8363  1.3902
H  0.4298  4.7998  0.3680
N  2.9755  -0.1529  -1.2448
H  3.0478  -0.2227  6.9094
H  -0.8514  2.8593  -0.8928
C  2.2819  -0.8900  5.0302
C  6.5168  0.7027  -1.2952
C  -1.0528  -4.3701  0.4570
N  1.2705  3.3850  -1.7300
C  -2.0773  -6.3320  1.3173
H  -2.6191  2.9677  -0.6331
H  7.4461  0.6404  -4.5552
C  7.3107  0.7979  -2.4255
C  -1.7778  -5.5274  0.2276
C  -4.7521  0.9353  1.5471
N  -0.8022  -3.2603  -1.7057
C  0.1157  -2.7940  1.6350
C  -4.1014  -3.3336  4.5691
H  -6.2589  2.4129  1.8893
C  -1.6361  -2.7302  -4.7214
C  -4.2497  -3.8635  3.2982
H  0.9995  -0.2490  -6.1964
N  0.0970  -2.3954  0.3444
H  1.3908  6.5936  -2.7568
C  -0.2379  -2.4108  -2.5371
C  4.1909  0.5733  5.2837
C  -4.2769  -0.0140  0.6626
H  -0.9175  -1.0350  -7.5721
H  -4.4022  -3.9137  5.4291
H  0.4274  5.2341  -3.3384
H  -1.6901  3.6096  1.4628
H  -2.3640  -3.4132  -4.3086
H  1.2336  2.6715  0.1392
C  3.3406  -0.1405  1.6514
C  -3.5658  -2.0673  4.7411
H  -4.5101  -0.9976  -1.1995
C  0.3670  -1.3794  -4.4933
H  -2.7264  -0.3532  3.7592
H  -1.2249  1.2618  -2.6473
H  -3.4451  -1.6595  5.7337
C  -0.0662  1.7186  2.8473
C  1.2777  -1.0474  -3.4111
H  -0.6564  0.8073  2.9945
H  -0.5891  -4.5815  3.8291
H  -0.5608  5.2208  -1.0307
C  1.5077  4.8280  -1.5138
C  -5.8749  1.6714  1.2066
H  -4.6555  -4.8556  3.1671
H  2.1810  5.2260  -3.5396
H  0.9841  1.4809  3.0041
H  5.1804  1.2376  3.4906
H  -2.2246  1.9160  1.6636
C  -3.1698  -1.3308  3.6379
H  2.7335  2.5646  -0.5557
C  -1.7360  -2.2687  -6.0250
C  2.4463  -0.7980  3.6578
H  2.9574  4.7617  0.1066
H  -3.9492  -3.5152  1.1921
H  -7.3689  2.0603  -0.2736
C  0.4156  5.3469  -0.5711
C  4.3821  0.6471  3.9136
C  5.4541  0.2627  -3.8856
C  1.3696  5.5131  -2.8741
C  -4.9133  -0.2393  -0.5438
C  3.2523  -0.1639  -2.5680
H  8.3582  1.0405  -2.3223
C  4.6493  0.1784  -2.7605
S  -2.7192  -0.9319  0.9260
C  -3.3337  -1.8623  2.3711
H  6.9159  0.8567  -0.3053
H  1.4792  -1.4817  5.4439
N  4.2156  0.2940  0.7674
H  3.6796  4.6755  -1.5097
O  -0.1855  2.1947  1.5274

Results of the Mulliken charge analysis, in e, for atoms 1 through 2: C -0.38; C -0.94

Entry 4:
The following is a quantum chemistry calculation of a structure of composition C52H48N7O4STc, from the Open Molecules 2025 dataset.

Properties
Frontier orbital gap (spin up / spin down): 6.35 / 6.05 eV
E_HOMO (spin up / spin down): -10.027 / -10.014 eV
Energy relative to the best compared isomer or geometry (same formula, charge and spin): 0.0000 eV
Multiplicity: 4
Charge: +1

Positions of all 113 atoms, in Å:
C  4.1011  -1.4420  -2.4418
H  -5.5346  -2.8721  1.0375
C  -2.9800  -0.6894  -2.2026
C  -5.7869  -0.4650  -2.2948
H  -3.1128  2.0460  0.7300
H  2.2690  -1.5419  -3.5692
H  4.7414  -1.3800  -3.3109
Tc  -0.5530  -1.2687  0.9269
H  1.0040  3.8383  -3.6572
C  -1.1669  2.9148  1.0605
C  -1.1715  -4.2873  0.0583
H  -4.6656  0.5564  3.4772
H  -1.5785  3.1131  -5.1852
H  -0.6460  5.6300  3.0237
C  -0.9653  -1.1863  -4.6356
C  -0.4980  3.9251  1.7396
C  0.1265  -3.6715  -4.1203
H  -5.5955  0.5362  -0.4045
C  6.1744  1.5427  6.1991
C  -0.3631  -2.8853  -3.0855
H  -0.3036  -3.2670  -2.0811
H  2.8468  0.9573  5.8419
C  -0.4797  -1.9681  -5.6723
C  -0.4239  1.8567  0.2160
C  2.9648  3.4899  -0.5672
H  3.3599  4.2883  -1.1816
H  -5.6353  -1.5550  -4.1336
H  1.4777  0.8750  1.7908
C  -5.0763  0.0447  -1.2182
H  -1.1976  -6.5027  -0.0439
C  1.9122  1.5468  1.0698
N  -0.6186  -3.4391  1.0017
C  3.9151  0.8407  5.7337
C  4.6541  -1.4381  -1.1637
N  1.5723  -1.4900  0.9288
N  2.2180  -1.5185  2.0451
C  -5.2898  -1.1586  2.3244
C  1.5570  -1.2361  3.1749
H  0.4471  -3.8665  2.7989
N  2.2685  -0.8914  4.2509
C  1.6049  3.2182  -0.6015
C  5.7889  -0.3371  4.7533
H  -1.5009  4.4392  -4.0097
N  -2.6408  -1.2720  1.5403
C  0.7285  2.7857  -3.7162
C  -0.9347  -5.5709  0.4205
C  -0.0581  -4.2111  1.9135
H  -3.1605  -2.8863  0.3717
C  -3.5278  -2.1588  1.0753
H  4.4204  2.4860  6.9946
C  3.8488  -1.4842  -0.0424
H  0.5476  -4.6436  -3.8978
C  -1.4457  -0.7882  -2.1109
O  -0.6133  0.6234  0.8856
H  4.8752  2.9729  0.2716
C  -2.5665  4.7629  2.6451
H  6.1640  -1.1309  4.1180
C  -4.8554  -2.1406  1.4507
H  -3.2165  -1.7657  -4.0504
C  6.6638  0.5252  5.3920
C  1.0672  2.1925  0.1754
H  -2.7078  3.1545  -3.8138
H  -3.1050  5.4828  3.2466
H  0.5773  4.0071  1.6726
S  -0.1727  -1.2625  3.3056
H  -3.1732  0.2720  -0.3016
C  -4.3751  -0.2326  2.7988
C  2.7268  -1.5236  -2.5881
H  0.1037  -6.2804  2.1409
C  -0.8973  -1.6197  -3.3069
H  0.8519  -1.6525  -1.5668
H  -2.1888  1.7025  -0.9596
C  3.8131  2.7683  0.2620
C  -0.7415  0.6107  -2.1261
H  0.9581  3.8237  -1.2154
C  4.4202  -0.1687  4.9246
H  -6.8618  -0.3552  -2.3455
C  -1.1230  1.7493  -1.1564
H  -1.6844  -3.9050  -0.8033
C  2.4612  -1.5357  -0.1948
O  -1.1095  -1.4877  -0.9208
C  3.2724  1.8132  1.1075
H  0.4621  -3.8166  -6.2364
C  -3.7141  -1.2397  -3.2505
C  -3.6987  -0.0861  -1.1717
H  0.3381  0.4221  -2.0411
H  -4.3233  3.6656  2.0779
H  3.9593  -1.5326  3.4138
H  -2.3137  0.3866  2.7242
H  4.2917  -1.4577  0.9402
H  3.9067  1.2831  1.8093
O  -0.9029  2.9278  -1.9177
C  0.0802  -3.2128  -5.4243
N  3.5627  -1.0177  4.1974
C  1.9171  -1.5754  -1.4641
N  -0.2255  -5.5006  1.5964
H  0.8411  2.4467  -4.7459
H  -6.3278  -1.1106  2.6247
C  -2.5525  2.8333  1.2142
H  7.7296  0.4004  5.2593
H  6.8588  2.2175  6.6936
C  -3.0595  -0.3201  2.3888
O  -1.0590  1.2154  -3.3656
C  -0.7162  2.5851  -3.2891
H  1.4075  2.2159  -3.0825
C  -3.2470  3.7439  1.9918
C  -1.6902  3.3740  -4.1332
C  -5.0981  -1.1242  -3.2990
H  -1.4145  -0.2377  -4.8725
H  -0.5518  -1.5992  -6.6871
C  -1.1915  4.8438  2.5191
C  4.8036  1.6904  6.3706
H  5.7269  -1.3791  -1.0394

Results of the Mulliken charge analysis, in e, for atoms 1 through 2: C -0.88; H 0.52